# 1
The following is a DFT calculation (the ωB97M-V functional and the def2-TZVPD basis) of a 7-piece molecular cluster, C47H87N4O24P overall.

```
163
Properties=species:S:1:pos:R:3:mulliken_charge:R:1
H -1.0465 2.0625 1.4282 0.201
N -0.7349 2.2543 0.4850 -0.503
C -0.1518 1.2440 0.0144 -0.605
N 0.0873 0.0620 0.7271 0.271
N 0.3274 1.3035 -1.2999 0.065
C -0.7330 0.9351 -2.2601 -0.055
C -1.6423 2.0890 -2.6908 -1.346
C -2.9708 1.9304 -1.9200 -0.313
C -3.9044 1.0388 -2.7134 -2.255
C -4.8296 0.1425 -1.8651 1.466
C -5.3967 -0.8378 -2.8911 -2.691
O -6.6068 -1.4186 -2.4807 -0.171
C -6.8262 -2.6920 -3.0536 -0.436
C -8.2186 -3.1906 -2.7493 -0.862
O -8.2906 -4.1270 -1.7051 -0.522
C -7.7003 -3.7047 -0.5015 0.429
C -8.2614 -2.4162 0.0660 -0.951
O -3.9367 -0.4760 -0.9464 0.036
C -4.3958 -1.6744 -0.3555 0.070
P -3.6565 -3.2516 -1.0769 -0.011
C -2.3005 -2.6902 -2.1882 -0.401
O -2.8563 -3.9805 0.1794 -0.500
C -5.9472 0.9634 -1.1993 0.410
C -5.8291 1.0670 0.3306 -1.831
C -4.7070 1.9527 0.8578 0.519
C -4.9489 2.2270 2.3385 -1.737
C -4.9985 0.9160 3.1485 0.087
C -4.2683 1.0487 4.4750 -1.026
C -4.4913 -0.1452 5.3843 -0.709
C -3.2846 -0.4221 6.2657 -0.463
C -3.5390 -1.5440 7.2390 -0.709
O -2.3231 -2.2539 7.4246 -0.347
C -2.4597 -3.2770 8.3651 -0.791
N -6.0163 2.3388 -1.7147 -0.186
O -6.9452 2.3341 -2.8372 -0.531
H -0.0077 0.1844 1.7207 0.319
H -0.5579 -0.6679 0.4661 -0.131
H 1.0202 0.5742 -1.3845 0.355
H -1.3889 0.2108 -1.7888 -0.756
H -0.3190 0.4844 -3.1461 0.719
H -1.8764 2.0167 -3.7423 0.533
H -1.2128 3.0556 -2.4992 0.598
H -2.7021 1.5301 -0.9645 -0.069
H -3.4488 2.8857 -1.7734 0.619
H -4.4463 1.5569 -3.4828 0.388
H -3.2802 0.3197 -3.2430 0.937
H -5.6083 -0.2296 -3.7678 0.625
H -4.6496 -1.5528 -3.2139 0.600
H -6.1104 -3.3967 -2.6426 0.325
H -6.6504 -2.6400 -4.1254 0.434
H -8.8862 -2.3507 -2.5967 0.317
H -8.5906 -3.7000 -3.6224 0.458
H -6.6187 -3.6638 -0.5531 -0.336
H -7.9223 -4.4764 0.2185 0.446
H -8.1244 -1.5738 -0.5931 0.039
H -7.7540 -2.1843 0.9901 0.343
H -9.3170 -2.5188 0.2629 0.412
H -5.4693 -1.7489 -0.2908 -0.436
H -4.0358 -1.6614 0.6735 0.509
H -2.1079 -1.6324 -2.1143 -0.265
H -1.4114 -3.2542 -1.9629 0.504
H -2.5705 -2.8686 -3.2159 0.356
H -2.2003 -3.3886 0.5557 0.340
H -6.9305 0.5559 -1.3780 1.083
H -6.7614 1.5307 0.6480 0.825
H -5.8308 0.1009 0.7977 0.104
H -3.7964 1.3763 0.8294 -0.287
H -4.6177 2.8841 0.3286 0.623
H -4.1324 2.7927 2.7614 0.583
H -5.8872 2.7409 2.4942 0.386
H -4.5689 0.1271 2.5427 -0.012
H -6.0271 0.6370 3.3397 0.414
H -3.2169 1.1271 4.2314 0.376
H -4.6111 1.9587 4.9402 0.433
H -5.3154 0.0830 6.0507 0.275
H -4.7725 -1.0464 4.8570 0.463
H -2.4597 -0.7251 5.6348 0.318
H -3.0014 0.4658 6.8114 0.247
H -3.8485 -1.1836 8.2140 0.342
H -4.2809 -2.2482 6.8704 0.442
H -2.1083 -4.2212 7.9729 0.265
H -3.4855 -3.4215 8.6790 0.365
H -1.8860 -3.0683 9.2589 0.254
H -6.4514 2.8903 -0.9928 0.428
H -7.6850 2.9047 -2.6395 0.322
C 4.4790 -1.5308 1.8353 -1.298
C 3.6485 -2.6750 1.3090 0.526
C 4.0004 -3.1791 -0.0666 -0.254
O 2.7256 -3.6553 -0.5544 -0.351
C 1.7738 -2.9263 0.0621 0.650
O 0.6299 -2.8866 -0.2674 -0.593
O 2.2830 -2.2367 1.1005 -0.275
H 4.1830 -1.3010 2.8588 0.368
H 5.5426 -1.7749 1.8262 0.387
H 4.2918 -0.6239 1.2605 0.402
H 3.6473 -3.5009 2.0265 0.207
H 4.7305 -3.9830 -0.0425 0.008
H 4.3545 -2.3917 -0.7364 0.312
C 9.2517 -6.0765 -2.9328 -1.449
C 8.5277 -6.2460 -1.6202 0.453
C 7.0209 -6.1947 -1.7273 -0.509
O 6.6453 -5.6762 -0.4407 -0.258
C 7.6798 -4.9282 0.0093 0.692
O 7.6159 -4.1884 0.9323 -0.506
O 8.7874 -5.1368 -0.7347 -0.343
H 10.3251 -6.1966 -2.7954 0.356
H 8.9121 -6.8114 -3.6619 0.373
H 9.0915 -5.0753 -3.3320 0.357
H 8.8569 -7.1605 -1.1209 0.253
H 6.5735 -7.1706 -1.8930 0.336
H 6.6700 -5.5050 -2.4982 0.313
C 1.7076 3.3519 -3.3959 -1.483
C 2.6654 4.2019 -4.1940 1.033
C 2.3568 4.2558 -5.6701 -0.513
O 3.6590 4.4558 -6.2466 -0.372
C 4.5655 3.9177 -5.3944 0.503
O 5.7029 3.7243 -5.6618 -0.563
O 3.9952 3.6294 -4.2034 -0.440
H 1.9327 3.3996 -2.3419 0.425
H 0.6823 3.6833 -3.5443 0.306
H 1.7921 2.3038 -3.6852 0.294
H 2.7324 5.1963 -3.7643 0.193
H 1.6904 5.0672 -5.9320 0.207
H 1.9468 3.3170 -6.0521 0.387
C 9.0283 -5.3787 3.4658 -1.245
C 8.4515 -5.4258 4.8581 0.466
C 9.4231 -5.0445 5.9513 -0.453
O 8.9385 -5.8035 7.0681 -0.341
C 8.3110 -6.8995 6.5722 0.632
O 7.9857 -7.8351 7.2157 -0.523
O 8.1126 -6.7747 5.2373 -0.344
H 8.2600 -5.5905 2.7307 0.117
H 9.4502 -4.3992 3.2472 0.396
H 9.8032 -6.1377 3.3472 0.377
H 7.5422 -4.8216 4.9109 0.261
H 9.4128 -3.9815 6.1762 0.318
H 10.4482 -5.3557 5.7359 0.308
C 2.6338 5.5442 2.2094 -1.631
C 2.1363 4.1236 2.1039 0.804
C 2.1651 3.3595 3.4024 -0.566
O 2.3541 2.0134 2.9528 -0.337
C 3.0027 2.0650 1.7679 0.556
O 3.4848 1.1137 1.2458 -0.583
O 3.0161 3.3198 1.2791 -0.332
H 2.5178 6.0604 1.2598 0.366
H 2.0809 6.0931 2.9714 0.384
H 3.6963 5.5623 2.4538 0.376
H 1.1398 4.0995 1.6563 0.171
H 1.2419 3.4500 3.9678 0.329
H 3.0076 3.6361 4.0418 0.340
C 1.6023 10.5278 -6.5445 -1.461
C 2.0541 9.5372 -5.5004 0.520
C 3.0179 8.4894 -6.0101 -0.569
O 2.7282 7.3757 -5.1516 -0.182
C 1.4420 7.4944 -4.7513 0.592
O 0.8280 6.6330 -4.2150 -0.493
O 0.9550 8.7182 -5.0484 -0.373
H 0.9716 11.2941 -6.0967 0.360
H 2.4564 11.0140 -7.0145 0.371
H 1.0063 10.0320 -7.3103 0.358
H 2.4629 10.0606 -4.6326 0.237
H 4.0585 8.7861 -5.9172 0.317
H 2.8210 8.1940 -7.0429 0.307
```

Kohn-Sham gap: 8.4 eV
HOMO energy: -7.94 eV
structure (SMILES): [H]/N=C(\N)NCCCC[C@@](COCCOCC)(OCP(C)O)[C@@H](CCCCCCCCOC)NO.C[C@@H]1COC(=O)O1.C[C@@H]1COC(=O)O1.C[C@@H]1COC(=O)O1.C[C@@H]1COC(=O)O1.C[C@@H]1COC(=O)O1.C[C@@H]1COC(=O)O1
multiplicity: 1

***

# 2
The following is a DFT calculation (the ωB97M-V functional and the def2-TZVPD basis) of C3H6N2O2 as an isolated structure.

```
13
Properties=species:S:1:pos:R:3:nbo_charge:R:1
C -0.5885 -1.2619 0.2766 -0.582
N 0.7323 0.4651 -1.2952 -0.639
C -0.6841 0.4082 -1.0763 0.656
C 0.1319 1.1301 -0.0931 -0.065
O 1.4295 0.1547 1.5159 -0.538
N 0.1395 0.3545 1.0817 -0.030
O -1.7169 0.4841 -1.7094 -0.554
H 1.3443 -0.0563 2.4584 0.479
H 1.0136 1.0762 -2.0568 0.390
H 0.2000 2.2071 0.0323 0.210
H -1.1575 -1.6954 -0.5418 0.249
H -1.2199 -1.5022 1.1267 0.211
H 0.3759 -1.7642 0.2809 0.213
```

Kohn-Sham gap (spin up / spin down): 8.8 / 8.8 eV
HOMO energy (spin up / spin down): -9.11 / -9.11 eV
multiplicity: 1
ΔE to the lowest compared entry with this formula, charge and spin: 761.0 kJ/mol

***

# 3
The following is a DFT calculation (the ωB97M-V functional and the def2-TZVPD basis) of C12H16N6O3 in the gas phase.

```
37
Properties=species:S:1:pos:R:3:nbo_charge:R:1
N 0.9226 1.9575 1.0375 -0.850
C 1.4417 0.7981 0.4517 -0.149
C 2.7535 0.4010 1.0882 -0.438
C 3.5284 -0.3789 0.0711 0.081
C 3.9645 -1.6666 0.2677 -0.088
N 4.4233 -2.1138 -0.9612 -0.540
C 4.0817 -1.1218 -1.8639 0.181
N 3.5305 -0.0655 -1.3132 -0.475
C 0.5596 -0.4170 0.4090 0.705
O 0.7159 -1.4145 1.1164 -0.664
N -0.4904 -0.2506 -0.3928 -0.606
C -1.7124 -1.0388 -0.3299 -0.147
C -2.9442 -0.2511 -0.8748 -0.428
C -3.0246 1.0310 -0.0151 0.108
C -4.1845 1.3739 0.6966 -0.124
N -3.9823 2.6868 1.1508 -0.517
C -2.7257 3.0032 0.8952 0.193
N -2.0694 2.0413 0.2399 -0.535
C -1.5294 -2.3993 -1.1224 0.782
O -2.0808 -2.7359 -2.1447 -0.578
O -0.7072 -3.2808 -0.5180 -0.683
H -0.1462 1.9812 1.0668 0.397
H 1.1567 2.7766 0.3871 0.361
H 1.6539 1.0169 -0.6129 0.212
H 2.4323 -0.1180 2.0043 0.243
H 3.1802 1.3601 1.3264 0.222
H 3.9911 -2.2742 1.1575 0.222
H 4.5752 -3.1047 -1.2053 0.420
H 4.2366 -1.3242 -2.8806 0.187
H -0.6133 0.6178 -0.8968 0.426
H -2.0044 -1.3524 0.6645 0.221
H -2.7445 -0.0827 -1.9761 0.242
H -3.8606 -0.8158 -0.7260 0.243
H -5.0637 0.7551 0.8185 0.225
H -4.7081 3.2482 1.6373 0.432
H -2.3273 4.0117 1.1622 0.210
H -0.2286 -2.8538 0.1851 0.508
```

Kohn-Sham gap: 8.8 eV
HOMO energy: -8.37 eV
structure (SMILES): N[C@@H](Cc1c[nH]cn1)C(=O)N[C@@H](Cc1c[nH]cn1)C(=O)O
multiplicity: 1
ΔE to the lowest compared entry with this formula, charge and spin: 210.0 kJ/mol

***

# 4
The following is a DFT calculation (the ωB97M-V functional and the def2-TZVPD basis) of C27H57BiCl2NP2Si as an isolated structure.

```
91
Properties=species:S:1:pos:R:3:mulliken_charge:R:1
Bi -1.1007 0.8304 -0.2118 0.990
Cl -2.9900 -0.0284 -1.8314 -0.553
P -0.0774 2.0908 -2.4119 -0.944
C -1.4757 2.9465 -3.2782 0.929
C 1.3430 3.2599 -2.0843 0.604
C 0.3432 0.6599 -3.5122 1.029
C -2.4974 3.5688 -2.3198 -1.327
H -1.9770 2.1156 -3.8116 0.516
C -0.9088 3.9500 -4.2744 -1.718
H -0.5808 4.8638 -3.7640 0.267
H -1.6990 4.2141 -4.9859 0.470
H -0.0702 3.5416 -4.8498 0.374
H -3.1723 2.8072 -1.9079 0.231
H -3.1141 4.2961 -2.8593 0.474
H -2.0213 4.0889 -1.4781 0.182
H -0.6459 0.1752 -3.6593 0.474
C 1.2470 -0.3193 -2.7644 -1.414
C 0.8972 1.0794 -4.8687 -1.773
H 0.1198 1.4835 -5.5255 0.364
H 1.3096 0.1929 -5.3667 0.468
H 1.6997 1.8212 -4.7697 0.301
H 1.2267 -0.2169 -1.6623 -0.181
H 2.2924 -0.1910 -3.0611 0.330
H 0.9501 -1.3552 -2.9630 0.610
C 0.8981 4.3136 -1.0604 -1.247
H 1.5550 3.7536 -3.0549 0.636
C 2.5983 2.5298 -1.5985 -1.395
H 0.0882 4.9526 -1.4203 0.263
H 1.7435 4.9537 -0.7848 0.505
H 0.5704 3.8127 -0.1338 0.063
H 2.3812 1.8788 -0.7381 0.087
H 3.3429 3.2586 -1.2574 0.586
H 3.0634 1.9377 -2.3911 0.258
Cl 0.6315 2.0726 1.4681 -0.695
H -1.9292 2.3731 0.0489 0.013
P -2.4256 -0.4696 1.8692 -1.352
C -3.0019 -2.1091 1.2140 0.825
C -1.5140 -0.7188 3.4752 0.772
C -3.9056 0.6146 2.0374 0.958
C -1.9683 -2.6618 0.2240 -0.819
H -3.9216 -1.8652 0.6557 0.647
C -3.3217 -3.0907 2.3319 -1.824
H -2.4028 -3.5035 2.7583 0.276
H -3.9088 -3.9202 1.9245 0.497
H -3.9148 -2.6387 3.1325 0.381
H -2.0826 -2.1890 -0.7613 0.140
H -2.0882 -3.7408 0.0913 0.617
H -0.9302 -2.4758 0.5351 -0.398
H -4.3445 0.5564 1.0179 0.518
C -3.5687 2.0909 2.3308 -1.474
C -4.8481 -0.0212 3.0568 -1.596
H -5.2821 -0.9476 2.6614 0.316
H -5.6630 0.6857 3.2576 0.492
H -4.3294 -0.2326 4.0054 0.263
H -2.5100 2.3443 2.1731 0.323
H -3.8399 2.3637 3.3630 0.421
H -4.1508 2.7296 1.6503 0.347
C -0.2309 -1.4781 3.1492 -1.135
H -2.1535 -1.3345 4.1403 0.808
C -1.1980 0.6165 4.1474 -1.417
H -0.3969 -2.5396 2.9369 0.034
H 0.5003 -1.3999 3.9608 0.699
H 0.2537 -1.0611 2.2462 -0.299
H -0.6273 1.2595 3.4570 0.012
H -0.5741 0.4574 5.0340 0.510
H -2.0916 1.1563 4.4716 0.303
C 2.9022 0.1571 2.9388 -0.970
Si 3.0499 -1.2308 1.6530 0.586
C 4.6196 -0.6854 0.7394 -1.178
C 3.1892 -2.8650 2.6108 -1.172
N 1.7609 -1.5751 0.4855 0.554
C 1.9762 -2.5472 -0.4250 -0.473
C 3.0489 -2.3975 -1.3868 -0.006
C 3.5887 -3.4525 -2.0879 -1.082
C 2.9674 -4.7171 -2.0012 -0.633
C 1.7925 -4.8769 -1.2621 -0.540
C 1.2965 -3.8221 -0.4934 -0.292
H 3.1016 1.1379 2.4920 0.238
H 3.6901 -0.0386 3.6833 0.390
H 1.9430 0.2145 3.4629 0.118
H 5.4155 -0.4530 1.4612 0.377
H 5.0008 -1.4572 0.0580 0.350
H 4.4220 0.2226 0.1498 0.207
H 3.3673 -3.7038 1.9193 0.305
H 3.9810 -2.9196 3.3778 0.379
H 2.2402 -3.0617 3.1322 0.226
H 3.5084 -1.4185 -1.5048 0.829
H 4.4724 -3.3184 -2.7134 0.367
H 3.3782 -5.5521 -2.5718 0.280
H 1.2648 -5.8336 -1.2688 0.369
H 0.4223 -3.9946 0.1474 0.148
```

Kohn-Sham gap: 5.8 eV
HOMO energy: -3.24 eV
multiplicity: 1
ΔE to the lowest compared entry with this formula, charge and spin: 40.7 kJ/mol
net charge: -1

***

Number 1: total energy -4209.17095 hartree. Number 2: total energy -377.66948 hartree. Number 3: total energy -1021.14808 hartree. Number 4: total energy -3225.03714 hartree.